Record 1
{"formula": "C7H15O2P", "method": "ωB97M-V/def2-TZVPD", "de_lowest_ev": 0.7061, "lumo_energy_ev": 0.27, "total_charge": 0, "smiles": "C=C[P@@](C)(=O)OC(C)(C)C", "homo_lumo_gap_ha": 0.363, "homo_energy_ha": -0.35273, "species": ["C", "C", "C", "C", "C", "C", "C", "O", "O", "P", "H", "H", "H", "H", "H", "H", "H", "H", "H", "H", "H", "H", "H", "H", "H"], "xyz": [[2.82795, -1.95461, -0.01739], [2.30946, -0.89538, 0.72623], [-1.42973, -1.42142, -0.58526], [-2.53163, 0.19975, 0.90514], [-1.67013, 0.98255, -1.34801], [1.91639, 1.89339, 0.97690], [-1.39477, 0.11566, -0.09477], [1.90241, 0.57780, -1.57279], [-0.21054, 0.41144, 0.57430], [1.58432, 0.45602, -0.14874], [3.07716, -2.92031, 0.36977], [2.85574, -1.92719, -1.09063], [2.34413, -0.88862, 1.73994], [-2.40668, -1.81460, -0.81051], [-0.86527, -1.34895, -1.50323], [-0.97507, -2.14840, 0.07172], [-2.54949, 1.19478, 1.33935], [-2.51444, -0.55670, 1.76927], [-3.37207, -0.06228, 0.37435], [-2.67778, 0.88187, -1.75768], [-1.50740, 2.02758, -1.21927], [-0.93330, 0.66571, -2.07150], [2.97021, 2.22374, 0.79287], [1.51107, 2.76651, 0.61773], [1.73945, 1.54167, 1.96219]]}

Record 2
{"formula": "C31H48FeN2P2S3", "method": "ωB97M-V/def2-TZVPD", "de_lowest_ev": 0.1820, "lumo_energy_ev": [-8.28, -12.11], "total_charge": 3, "homo_lumo_gap_ha": [0.286, 0.145], "spin_multiplicity": 2, "homo_energy_ha": [-0.59004, -0.59004], "species": ["Fe", "C", "C", "C", "C", "C", "C", "C", "H", "H", "H", "H", "H", "H", "H", "H", "C", "C", "S", "C", "C", "S", "C", "C", "S", "H", "H", "H", "H", "H", "H", "H", "H", "H", "H", "H", "H", "C", "P", "C", "N", "C", "C", "C", "C", "C", "C", "N", "C", "P", "C", "C", "C", "C", "C", "C", "C", "C", "C", "H", "H", "H", "H", "H", "H", "H", "H", "H", "H", "H", "H", "H", "H", "H", "H", "H", "H", "H", "H", "H", "H", "H", "H", "H", "H", "H", "H"], "xyz": [[-1.58564, 0.14593, 0.09113], [-4.09289, -2.37742, 1.27643], [-3.60420, -1.05825, 0.76875], [-3.33442, 0.00183, 1.62873], [-3.21556, 1.31755, 1.12905], [-3.30263, 1.58188, -0.22172], [-3.44311, 0.49500, -1.11033], [-3.54006, -0.79971, -0.62223], [-5.18297, -2.36013, 1.17127], [-3.87187, -2.52901, 2.32899], [-3.74007, -3.22203, 0.69069], [-3.31493, -0.17958, 2.69613], [-3.06268, 2.15143, 1.80462], [-3.23578, 2.59944, -0.58263], [-3.49258, 0.65132, -2.17500], [-3.67067, -1.62163, -1.31484], [2.37761, 2.57843, 1.93174], [1.59520, 1.26054, 1.81221], [-0.22520, 1.38673, 1.71637], [-0.71908, 1.22533, 3.45728], [-0.50404, 2.42502, 4.37544], [-1.14102, 4.03470, 3.97132], [0.03224, 4.66396, 2.78038], [1.45880, 4.82156, 3.38138], [2.40769, 3.33894, 3.57471], [2.05749, 3.33315, 1.21579], [3.42869, 2.35694, 1.72511], [1.85504, 0.57946, 2.62189], [1.89626, 0.77209, 0.88427], [-0.18528, 0.37198, 3.88425], [-1.76899, 0.95644, 3.43945], [0.59159, 2.56223, 4.53916], [-0.93279, 2.17435, 5.34812], [-0.32840, 5.66342, 2.53271], [0.05531, 4.07176, 1.87040], [1.43646, 5.28933, 4.36747], [2.01681, 5.48951, 2.71232], [-1.27222, -3.17462, -1.01712], [-0.46664, -1.88499, -0.01336], [1.03945, -1.56144, -1.00834], [1.96547, -2.48375, -1.10250], [3.08006, -2.19922, -1.80666], [4.09819, -3.17143, -1.94631], [5.22820, -2.85669, -2.63527], [5.40388, -1.56654, -3.21145], [4.44453, -0.60870, -3.09545], [3.25019, -0.90725, -2.39555], [2.26832, 0.01418, -2.30673], [1.17220, -0.31298, -1.65898], [-0.23337, 0.85280, -1.63768], [0.61351, 2.43994, -1.37455], [-0.83324, 0.99441, -3.40639], [-1.83408, 2.15751, -3.53200], [-1.42993, -0.36039, -3.81364], [0.31923, 1.31318, -4.37018], [0.11882, -2.77006, 1.53296], [-1.02494, -2.81779, 2.54714], [0.54773, -4.20939, 1.21584], [1.28640, -2.00115, 2.14719], [-0.50881, -3.88982, -1.32302], [-1.70849, -2.73563, -1.91400], [-2.03627, -3.70994, -0.45688], [3.94925, -4.14630, -1.49999], [6.01190, -3.59349, -2.75214], [6.31561, -1.35489, -3.75492], [4.55502, 0.37315, -3.53728], [1.36371, 2.57038, -2.15231], [1.12144, 2.42738, -0.41668], [-0.09481, 3.26903, -1.40234], [-2.69366, 2.11421, -2.87148], [-2.21449, 2.17202, -4.55569], [-1.33981, 3.11664, -3.36853], [-2.17460, -0.73663, -3.11325], [-0.64558, -1.11543, -3.90786], [-1.91123, -0.26855, -4.78949], [0.69909, 2.32618, -4.23719], [-0.08227, 1.25141, -5.38451], [1.14670, 0.61489, -4.29497], [-1.85920, -3.41393, 2.18351], [-1.38012, -1.81674, 2.81566], [-0.66520, -3.30155, 3.45837], [-0.29204, -4.82433, 0.89027], [0.93123, -4.65424, 2.13671], [1.33102, -4.25013, 0.46534], [0.94794, -1.02867, 2.50331], [2.12038, -1.87657, 1.45609], [1.65719, -2.55653, 3.01154]]}

Record 3
{"formula": "C9H13Cl19", "method": "ωB97M-V/def2-TZVPD", "de_lowest_ev": 0.3342, "lumo_energy_ev": 0.04, "total_charge": 0, "smiles": "ClC(Cl)Cl.ClC(Cl)Cl.ClC(Cl)Cl.ClC(Cl)Cl.ClC(Cl)Cl.ClCCCl.ClCCCl", "homo_lumo_gap_ha": 0.390, "homo_energy_ha": -0.38890, "species": ["Cl", "C", "C", "Cl", "H", "H", "H", "H", "Cl", "C", "C", "Cl", "H", "H", "H", "H", "C", "Cl", "Cl", "Cl", "H", "C", "Cl", "Cl", "Cl", "H", "C", "Cl", "Cl", "Cl", "H", "C", "Cl", "Cl", "Cl", "H", "C", "Cl", "Cl", "Cl", "H"], "xyz": [[-5.98828, 7.34324, 11.23435], [-5.62345, 7.15576, 9.49299], [-4.21296, 7.59505, 9.19311], [-3.93675, 9.30098, 9.50854], [-6.40361, 7.73909, 9.01278], [-5.77870, 6.10340, 9.26644], [-3.97531, 7.43290, 8.14099], [-3.52838, 6.95853, 9.75318], [-3.48038, 15.16136, 13.74964], [-3.76182, 13.87634, 12.54760], [-2.74629, 12.76924, 12.65677], [-1.07732, 13.36744, 12.42047], [-3.71825, 14.36434, 11.57361], [-4.79229, 13.54396, 12.66003], [-2.87053, 11.98323, 11.91479], [-2.81310, 12.29755, 13.63634], [-6.48642, 9.66403, 14.16028], [-5.54422, 10.85727, 13.22902], [-7.77150, 10.52123, 15.05522], [-5.45454, 8.78195, 15.30039], [-6.90692, 8.97083, 13.44312], [-5.50860, 8.53834, 18.90893], [-6.89684, 8.16726, 19.94184], [-4.56861, 7.03446, 18.64140], [-4.49564, 9.78633, 19.62150], [-5.89130, 8.85557, 17.95056], [-9.78850, 9.68468, 9.95053], [-8.82444, 9.79660, 11.44290], [-9.03265, 8.64746, 8.73119], [-10.01784, 11.30960, 9.24389], [-10.72984, 9.20712, 10.17976], [-10.10636, 6.01450, 14.09150], [-8.88505, 7.21950, 14.38555], [-10.52731, 5.12681, 15.58905], [-9.54556, 4.87125, 12.84529], [-11.03521, 6.50143, 13.82890], [-9.68935, 13.02843, 13.11706], [-8.42598, 13.28394, 11.87485], [-11.26504, 12.84522, 12.38737], [-9.66134, 14.35111, 14.29694], [-9.41324, 12.11673, 13.62594]]}